Entry 1:
20
Properties=species:S:1:pos:R:3 method="wB97M-V/def2-TZVPD" total_energy_ha=-515.360295 relative_energy_kcal_mol=74.4 homo_lumo_gap_ev=8.81
C 3.00086 -0.18710 0.07071
C 2.25391 -1.17667 0.66075
C 2.37446 0.91223 -0.45643
C 0.91893 -1.11777 0.46406
C 0.99613 1.04986 -0.55158
C 0.22115 -0.03971 -0.20267
C -1.25100 -0.08411 -0.14520
C -2.12410 1.14868 -0.05897
N -1.88402 -1.14788 -0.43422
O -3.14085 -1.13887 -0.59363
O -2.99348 0.95450 1.04394
H 4.00158 -0.29848 0.27109
H 2.79355 -1.99247 1.24042
H 2.89578 1.72723 -0.78355
H 0.46274 -1.94187 1.05080
H 0.42479 1.91604 -0.86073
H -2.54074 1.22956 -1.11155
H -1.47649 1.98975 0.18122
H -1.30527 -2.10006 -0.60022
H -3.62790 0.29715 0.81573

---

Entry 2:
7
Properties=species:S:1:pos:R:3 method="wB97M-V/def2-TZVPD" total_energy_ha=-807.893538 relative_energy_kcal_mol=56.6 homo_lumo_gap_ev=8.32
C -0.44516 -1.60554 0.10021
N -0.60821 -1.08778 -0.95068
N -0.06016 1.54123 -0.22251
F 1.22365 1.84921 -0.47532
F -0.14223 1.59490 1.17022
Cl 0.13637 -2.52727 1.21870
H -0.10426 0.23526 -0.84062

---

Entry 3:
9
Properties=species:S:1:pos:R:3 method="wB97M-V/def2-TZVPD" total_energy_ha=-188.275086 relative_energy_kcal_mol=88.1 homo_lumo_gap_ev="9.73 / 9.73" total_charge=+1
C 0.03099 -0.65298 1.10631
C -0.10962 0.00655 -0.75227
N -0.98127 -0.21013 0.38415
N 0.93781 -0.49640 0.12476
H -0.01564 -1.09115 2.06936
H -0.48144 -0.40752 -1.64235
H -0.26475 1.92424 -0.73721
H -1.81378 0.26489 0.51494
H 1.90143 -0.35289 0.23578

---

Entry 4:
16
Properties=species:S:1:pos:R:3 method="wB97M-V/def2-TZVPD" total_energy_ha=-376.005555 relative_energy_kcal_mol=152.4 homo_lumo_gap_ev=7.53
C 1.56741 2.09099 1.01201
C 0.69217 0.43913 -0.38604
C -0.31823 -1.39127 -1.28768
C -1.07910 -0.98065 -0.27507
H 1.96176 1.32616 1.88610
H 2.30830 2.74276 1.10340
H 0.41871 2.07877 0.96531
H 1.94326 -0.97588 -1.10526
H -0.38998 -1.82086 -2.23468
H -2.33245 -2.53995 -0.06342
H -3.23437 -1.29739 0.26631
H -1.09911 1.17308 0.94670
N 1.73417 1.10579 -0.01577
N 0.67809 -0.48353 -1.37003
N -2.18839 -1.70387 0.36081
N -0.66225 0.23674 0.19732

---

Entry 5:
97
Properties=species:S:1:pos:R:3 method="wB97M-V/def2-TZVPD" total_energy_ha=-12159.395369 relative_energy_kcal_mol=10.8 homo_lumo_gap_ev="1.29 / 5.86" total_charge=-1 multiplicity=2
Br 4.06834 -0.91922 -4.91282
C 5.35344 0.33751 -4.04251
C 5.57189 -0.10984 -2.60583
Br 3.98029 0.44072 -1.57061
H 5.10215 1.39590 -4.11156
H 6.29916 0.18569 -4.56278
H 6.45702 0.45992 -2.32298
H 5.56971 -1.19718 -2.52976
Br -8.70146 0.98859 1.65223
C -6.95471 0.12862 0.98613
C -6.00942 1.34580 0.50110
Br -4.58523 0.47970 -0.49408
H -7.19761 -0.50445 0.13271
H -6.58755 -0.39693 1.86765
H -5.66961 1.89571 1.37873
H -6.62338 1.96610 -0.15187
N 6.04106 5.09882 3.24181
C 5.23013 4.58258 2.21357
C 3.89129 4.90353 2.11761
C 3.27611 5.78536 3.05924
C 4.07427 6.31121 4.05716
C 5.45433 5.98997 4.13436
H 5.63461 3.97993 1.41383
H 3.46508 4.63070 1.16351
H 2.28138 6.15851 2.86519
H 3.61623 7.04179 4.70743
H 6.02814 6.49407 4.89791
N 3.89524 6.32327 -1.51096
C 2.63608 6.84155 -1.45785
C 1.43874 6.14823 -1.46831
C 1.50857 4.74780 -1.53900
C 2.70168 4.10180 -1.56515
C 3.83991 4.94599 -1.54201
H 2.48030 7.90614 -1.55152
H 0.46138 6.60650 -1.43422
H 0.62897 4.13623 -1.40228
H 2.79059 3.05697 -1.82369
H 4.81038 4.47998 -1.62813
N -3.85017 -1.74755 2.75335
C -3.75260 -1.78348 4.07731
C -4.45195 -2.63927 4.94689
C -5.46227 -3.36775 4.45686
C -5.58326 -3.46257 3.11306
C -4.85390 -2.60531 2.31562
H -2.99534 -1.10884 4.44854
H -4.22043 -2.52434 5.99551
H -6.00493 -3.97130 5.16936
H -6.20575 -4.18007 2.59918
H -4.83082 -2.66049 1.23729
N -3.60830 -1.88957 -3.15413
C -4.00873 -3.15943 -3.48262
C -3.56904 -4.25650 -2.66898
C -2.67250 -4.06510 -1.58165
C -2.23641 -2.77458 -1.32535
C -2.77834 -1.74400 -2.11505
H -4.79966 -3.34430 -4.19441
H -3.98432 -5.20948 -2.96184
H -2.17084 -4.86754 -1.06122
H -1.49538 -2.48592 -0.59464
H -2.38106 -0.76071 -1.91081
N -0.52574 -0.02392 0.46602
C -1.57489 0.46234 1.09968
C -1.62471 1.78273 1.46313
C -0.55998 2.59486 1.30262
C 0.64238 2.06081 0.74965
C 0.58691 0.73037 0.27874
H -2.41246 -0.19759 1.27108
H -2.50154 2.10365 2.00588
H -0.66125 3.61893 1.63037
H 1.59793 2.56387 0.76559
H 1.44268 0.35261 -0.26105
C 1.22710 -2.14577 -2.93369
C 0.33385 -1.43602 -4.01380
C 0.10230 -2.60456 -4.96099
O 0.90438 -3.71745 -4.57494
C 0.96828 -3.65616 -3.17322
H 0.81508 -1.85639 -1.96694
H 2.27213 -1.86614 -3.06715
H 0.91344 -0.73309 -4.61219
H -0.53765 -0.97265 -3.55132
H 0.36737 -2.35761 -5.98903
H -0.93517 -2.93762 -4.93197
H 1.76671 -4.23879 -2.71370
H -0.00655 -3.85565 -2.72822
C 0.66991 -4.37619 1.91124
C 0.53877 -2.88814 1.69554
C 1.70293 -2.37150 2.51077
O 2.60014 -3.37667 2.63520
C 2.20461 -4.48285 1.90824
H 0.21510 -5.05526 1.19006
H 0.21509 -4.46813 2.89753
H -0.42509 -2.51578 2.04255
H 0.56550 -2.72398 0.61830
H 1.35652 -2.22009 3.53310
H 2.15396 -1.52903 1.98644
H 2.58522 -5.39629 2.36526
H 2.67524 -4.42628 0.92671

---

Entry 6:
12
Properties=species:S:1:pos:R:3 method="wB97M-V/def2-TZVPD" total_energy_ha=-551.942309 relative_energy_kcal_mol=92.9 homo_lumo_gap_ev="7.03 / 7.07"
C -0.11694 -1.01999 0.23874
C 1.20055 -1.25077 -0.13644
C 0.92074 1.49029 -0.11929
C -0.56465 0.28132 0.15370
N -1.87072 0.56691 0.11074
P 2.07588 0.24600 0.20670
H -0.96706 -1.62236 0.44370
H 1.79040 -2.10300 -0.19105
H 0.70813 2.28676 0.48096
H -2.51589 -0.14325 -0.23997
H -2.16133 1.40483 0.49135
H 2.97291 0.35853 -0.78848

---

Entry 7:
42
Properties=species:S:1:pos:R:3 method="wB97M-V/def2-TZVPD" total_energy_ha=-1260.288637 relative_energy_kcal_mol=31.1 homo_lumo_gap_ev=8.30
C 1.56344 2.41065 -1.62065
C 2.37140 1.29784 -2.28027
H 3.28783 1.69512 -2.73407
H 1.78062 0.81955 -3.06733
O 2.67606 0.24398 -1.39046
C 3.62331 0.42815 -0.41904
C 4.51264 1.49000 -0.34999
C 5.47602 1.54322 0.64513
C 5.56608 0.53928 1.58809
C 4.67442 -0.51845 1.54552
C 3.70359 -0.57652 0.56205
O 2.89031 -1.69035 0.53077
C 1.57976 -1.51273 0.20155
C 0.95077 -2.48606 -0.49034
O -0.34845 -2.47295 -0.83404
C -1.08175 -1.38404 -0.51588
C -2.41098 -1.36081 -0.92520
C -3.21988 -0.27576 -0.62052
C -2.69126 0.80190 0.10102
C -1.37911 0.77113 0.50628
C -0.54538 -0.30987 0.20734
C 0.84682 -0.32336 0.66502
O 1.33861 0.54911 1.36256
H -0.95418 1.58706 1.07162
H -3.30019 1.65469 0.35532
O -4.49355 -0.34546 -1.09455
C -5.42258 0.62793 -0.70460
C -5.71471 0.59893 0.79099
O -5.30736 -0.21811 1.56352
O -6.50849 1.61803 1.13601
H -6.71271 1.58544 2.08501
H -6.34801 0.38086 -1.23420
H -5.12076 1.64234 -0.99655
H -2.81789 -2.19177 -1.47661
H 1.45832 -3.38160 -0.81671
H 4.70970 -1.31126 2.27576
H 6.31662 0.58005 2.36202
H 6.15633 2.38106 0.67392
H 4.47102 2.28614 -1.07649
H 1.39403 3.21401 -2.33277
H 0.60424 2.02480 -1.28409
H 2.09233 2.80306 -0.75557

---

Entry 8:
5
Properties=species:S:1:pos:R:3 method="wB97M-V/def2-TZVPD" total_energy_ha=-338.289554 relative_energy_kcal_mol=13.9 homo_lumo_gap_ev=15.03
C -0.02843 0.12687 0.00829
H 0.34732 0.90876 0.57016
F 0.40172 -0.93100 0.72642
F 0.64586 -0.23548 -1.14668
F -1.36647 0.13085 -0.15818

---

Entry 9:
14
Properties=species:S:1:pos:R:3 method="wB97M-V/def2-TZVPD" total_energy_ha=-287.475415 relative_energy_kcal_mol=70.2 homo_lumo_gap_ev=10.20
C -1.74082 -0.12187 -1.59989
C -0.78289 -0.29229 -0.70850
C -0.39804 1.61172 1.44980
C 0.08340 0.26348 1.44093
C 0.31585 -0.26196 0.05351
C 1.64628 -0.79201 -0.38897
N -0.97856 2.60219 1.46841
H -1.82790 0.76965 -2.18600
H 1.00804 0.12862 1.86206
H -0.76563 -0.18345 2.01251
H 2.38289 0.00452 -0.07621
H 1.56022 -0.79388 -1.48694
H 1.90182 -1.85755 0.03129
H -2.40465 -1.07718 -1.87201

---

Entry 10:
69
Properties=species:S:1:pos:R:3 method="wB97M-V/def2-TZVPD" total_energy_ha=-4107.713045 relative_energy_kcal_mol=4.0 homo_lumo_gap_ev="5.42 / 5.44" total_charge=-1 multiplicity=2
V -0.14788 -0.42734 0.02158
C -0.95356 -1.44577 -2.86192
O 0.04038 -0.85912 -2.01340
C 1.35412 -0.90278 -2.42784
C 1.75110 -1.24018 -3.70363
C 3.10757 -1.22833 -4.01792
C 4.03599 -0.88060 -3.05055
C 3.62653 -0.55800 -1.76058
C 2.27906 -0.57698 -1.42881
N 1.75501 -0.33428 -0.15011
N 2.67893 -0.07488 0.77618
C 2.27901 0.14344 2.05681
C 0.97631 0.00552 2.58883
O -0.06683 -0.37948 1.84834
C 0.74888 0.21800 3.97018
C 1.74335 0.55569 4.83096
C 3.07740 0.68745 4.35697
C 4.14391 0.99705 5.23324
C 5.42705 1.12045 4.77470
C 5.69246 0.95030 3.40210
C 4.67685 0.64941 2.53236
C 3.34536 0.49458 2.98223
H -0.72399 -2.49868 -3.02560
H -0.99862 -0.90754 -3.80740
H -1.89429 -1.34266 -2.33357
H 1.02349 -1.51016 -4.45557
H 3.42666 -1.49127 -5.01856
H 5.09115 -0.86326 -3.29654
H 4.33350 -0.30359 -0.98377
H -0.27281 0.10520 4.31628
H 1.53412 0.72915 5.88059
H 3.92137 1.13263 6.28669
H 6.23331 1.35184 5.46061
H 6.70526 1.06258 3.03217
H 4.87037 0.53058 1.47592
S -3.28215 2.74057 0.34779
C -2.20636 1.51982 0.04251
S -2.60996 -0.16970 0.03352
S -0.51610 1.81674 -0.31972
O -0.13207 -2.61868 0.05427
S -0.43246 -2.98872 1.49886
C -1.18770 -4.66552 1.36600
C -2.06004 -4.64588 0.14382
C -3.22307 -3.87916 0.12067
C -3.95710 -3.74764 -1.04829
C -3.54119 -4.39342 -2.20593
C -2.38595 -5.16372 -2.18868
C -1.64414 -5.28059 -1.02095
C 1.18559 -3.45319 2.22644
C 1.99175 -4.33790 1.33113
C 2.15014 -5.69393 1.61159
C 2.85339 -6.52085 0.74606
C 3.39897 -5.99834 -0.42001
C 3.25222 -4.64579 -0.70261
C 2.56254 -3.81864 0.17119
H -1.76156 -4.78258 2.28735
H -0.41221 -5.42774 1.29786
H -3.53722 -3.35021 1.01475
H -4.84214 -3.12439 -1.05604
H -4.10490 -4.27956 -3.12399
H -2.05193 -5.66423 -3.08936
H -0.72472 -5.85586 -1.01461
H 0.94304 -3.92030 3.18378
H 1.67368 -2.49261 2.40731
H 1.72570 -6.10352 2.52310
H 2.97422 -7.57103 0.98197
H 3.94658 -6.64100 -1.09879
H 3.67730 -4.22420 -1.60602
H 2.47656 -2.76059 -0.04024

---

Entry 11:
16
Properties=species:S:1:pos:R:3 method="wB97M-V/def2-TZVPD" total_energy_ha=-1066.186968 relative_energy_kcal_mol=1.8 homo_lumo_gap_ev=9.81
C 2.23323 0.21637 0.56825
S 1.60817 -1.36489 0.03714
S 2.25291 -1.44023 -1.90312
H 1.45650 0.96235 0.48127
H 2.47787 0.17277 1.64971
H 3.14159 0.59645 0.09674
H 3.46553 -2.02592 -1.74941
H -1.74336 -0.66723 0.95861
H -1.28019 -1.85336 0.16683
O -2.07706 -1.35930 0.37452
H -2.78176 0.75010 -2.19417
H -2.34210 -0.12246 -1.08542
O -2.16798 0.76075 -1.44902
H -1.30773 2.38911 1.82037
H -1.57613 1.52733 0.64225
O -1.35947 1.45815 1.58545

---

Entry 12:
96
Properties=species:S:1:pos:R:3 method="wB97M-V/def2-TZVPD" total_energy_ha=-2602.411869 relative_energy_kcal_mol=0.5 homo_lumo_gap_ev="6.12 / 6.12" total_charge=+3
C 2.49715 -1.71624 -1.75154
C 0.17420 -1.46352 -2.20253
C 2.68516 -2.44173 -2.91822
C 0.30950 -2.24776 -3.35315
C 1.58216 -2.65718 -3.74479
H 3.68812 -2.80515 -3.14271
H -0.58233 -2.46410 -3.93589
H 1.72442 -3.17063 -4.69437
N 1.32102 -1.10351 -1.55212
P 3.08243 -0.12499 0.43812
P -2.46581 -0.54785 -0.81012
C 3.55631 -1.54020 -0.66565
H 3.62822 -2.46265 -0.06063
H 4.54054 -1.39819 -1.13389
C -1.59679 0.36573 1.33247
O -2.29987 0.26326 2.26218
C -0.99118 -0.63246 -1.79298
H -1.11491 0.14104 -2.57418
C -3.64906 -2.02956 -1.12374
C -3.35697 1.05903 -1.30011
C 3.39341 -0.63676 2.22250
C 4.25319 1.21223 -0.16086
C -4.07623 -2.46164 0.28914
H -4.68455 -1.69208 0.78628
H -4.67967 -3.38066 0.22957
H -3.19973 -2.66174 0.91645
C -4.89942 -1.77831 -1.97608
H -5.52730 -0.95837 -1.61268
H -4.64098 -1.60783 -3.02813
H -5.51725 -2.69038 -1.94532
C -2.82870 -3.11036 -1.82018
H -3.40594 -4.04864 -1.86088
H -2.57249 -2.81878 -2.84528
H -1.89597 -3.30281 -1.27391
C -4.57389 1.24651 -0.36876
H -4.27551 1.29094 0.68660
H -5.04667 2.20557 -0.62683
H -5.33610 0.46725 -0.47166
C -2.41119 2.24021 -1.06834
H -2.04423 2.27719 -0.03627
H -1.55945 2.24455 -1.75953
H -2.97083 3.17113 -1.24742
C -3.76125 1.08276 -2.77823
H -4.49000 0.31464 -3.04245
H -4.22929 2.05827 -2.97147
H -2.89180 0.98266 -3.43801
C 4.15985 2.41629 0.79153
H 4.83034 3.20653 0.42401
H 3.14492 2.83266 0.80638
H 4.45432 2.18106 1.82068
C 3.77062 1.62966 -1.56140
H 3.82144 0.80167 -2.27876
H 2.74385 2.01561 -1.54640
H 4.42405 2.43282 -1.93172
C 5.71915 0.76054 -0.28068
H 6.30981 1.63155 -0.60405
H 6.14320 0.41064 0.66517
H 5.85201 -0.02158 -1.03633
C 2.98524 -2.11044 2.39277
H 3.71109 -2.79694 1.93534
H 2.94020 -2.34439 3.46878
H 1.99322 -2.29432 1.96354
C 2.48671 0.23688 3.11716
H 1.41631 0.07511 2.90746
H 2.66151 -0.04606 4.16517
H 2.69862 1.30890 3.01225
C 4.86131 -0.48094 2.64171
H 5.52659 -1.11176 2.03693
H 5.20864 0.55846 2.61217
H 4.94608 -0.82166 3.68566
Zr 0.33769 0.20903 -0.07256
N -0.14280 -1.71290 0.83951
C -0.81221 -2.64742 0.46944
C -0.90375 -4.06233 1.18709
C -1.64340 -5.11918 0.39232
C 0.51089 -4.57891 1.40937
C -1.60990 -3.85071 2.52816
H -2.69372 -4.85937 0.22692
H -1.14693 -5.30898 -0.56521
H -1.62904 -6.06175 0.95782
H 1.03648 -3.99852 2.17294
H 0.48720 -5.61408 1.77580
H 1.07930 -4.57553 0.47147
H -1.44560 -4.72445 3.17181
H -1.21642 -2.97044 3.05440
H -2.69369 -3.73295 2.40956
C 0.64658 4.44011 -1.60507
S 0.94983 3.76546 0.04217
C -0.52355 4.37646 0.87314
O 0.59575 2.21674 -0.18643
H 0.96917 5.48883 -1.57620
H -0.41532 4.37001 -1.87668
H 1.26435 3.89791 -2.33158
H -1.35277 4.53417 0.16958
H -0.81765 3.67821 1.66677
H -0.22851 5.33434 1.32418